[1]
C4H4O2Pb | ωB97M-V/def2-TZVPD

The geometry in XYZ format:
```
11
Properties=species:S:1:pos:R:3:forces:R:3:nbo_charge:R:1
H -0.646306 -0.132378 -2.120031 0.0 0.0 0.3 0.2348
O -1.317508 -1.441137 2.290653 1.1 1.1 -1.0 -0.2409
C -0.695992 -0.662248 1.706288 -1.8 -1.2 1.1 0.6816
C 0.047920 0.211380 1.038169 0.2 1.3 -0.1 -0.2319
C -0.005406 0.117837 -1.270269 0.0 -2.3 -1.9 0.0847
C 1.015540 -0.657034 -0.771639 -0.1 0.3 -0.9 -0.3476
H 0.797354 0.800309 1.564677 -0.2 0.0 -0.4 0.3013
H 1.958501 -0.174233 -0.504946 -0.3 -0.5 0.8 0.2670
H 0.926707 -1.727075 -0.970730 0.9 0.2 -0.5 0.2760
O -0.604717 0.900779 -0.335287 1.1 -0.8 3.0 -0.7873
Pb -1.476096 2.763797 -0.626882 -0.9 2.0 -0.3 1.7622
```
Forces are in eV/Å.

Output
LUMO level (alpha / beta): -11.35 / -11.32 eV
Kohn-Sham gap (alpha / beta): 5.10 / 5.27 eV
Total charge: +2
Energy relative to the best compared isomer or geometry (same formula, charge and spin): 107.14 kcal/mol
Highest occupied orbital energy (alpha / beta): -16.445 / -16.591 eV
Spin multiplicity: 1



[2]
C4H4O2Pm | ωB97M-V/def2-TZVPD

The geometry in XYZ format:
```
11
Properties=species:S:1:pos:R:3:forces:R:3:lowdin_spin:R:1
H 1.470102 0.633631 -1.514660 -1.7 0.8 0.3 0.0305
O 2.198074 -2.159411 0.667609 -2.5 1.6 -1.4 0.2466
C 1.073019 -1.417234 0.483655 3.3 -2.8 3.1 0.2615
C 0.864918 -0.722452 -0.619224 -2.9 3.4 -2.5 0.2880
C 0.328756 0.285016 -1.322731 5.1 -3.7 -0.5 0.1321
H 2.101086 -2.721046 1.442341 0.2 -0.3 0.7 0.0017
H 0.388569 -1.341146 1.333265 0.0 -0.1 -0.3 0.0091
H -0.161174 0.090346 -2.282308 -0.6 0.5 0.3 0.0261
C -1.661453 1.693066 -0.284633 -1.0 0.8 0.6 0.0048
O -2.393329 2.272956 0.384942 0.8 -0.6 -0.6 -0.0039
Pm -4.208568 3.386275 1.711744 -0.6 0.4 0.3 3.0035
```
Forces are in eV/Å.

Output
LUMO level (alpha / beta): -12.68 / -12.70 eV
Kohn-Sham gap (alpha / beta): 7.40 / 7.45 eV
Total charge: +3
Expectation value of S²: 6.204
Highest occupied orbital energy (alpha / beta): -20.075 / -20.157 eV
Spin multiplicity: 5



[3]
C4H4O2S | ωB97M-V/def2-TZVPD

The geometry in XYZ format:
```
11
Properties=species:S:1:pos:R:3:forces:R:3:nbo_charge:R:1
O 0.709260 1.534645 1.916571 3.6 -3.6 1.1 -0.6486
C 0.098836 0.741515 1.005231 -0.4 0.1 -1.0 0.5612
C -1.194483 0.546426 0.489300 1.2 2.4 2.8 -0.3850
C -0.989520 -0.316005 -0.600431 1.3 -1.0 0.2 -0.3084
C 0.326169 -0.697251 -0.627952 0.8 0.9 -1.2 0.1153
S 1.568227 -1.244465 -1.822608 -1.6 -0.3 0.4 0.0258
O 1.021058 0.017136 0.296432 -1.2 0.3 1.1 -0.4653
H 1.682079 0.861482 2.146257 -4.4 3.4 -0.8 0.4975
H -2.092721 1.124531 0.916667 1.5 -1.4 -1.1 0.2518
H -1.736012 -0.699473 -1.201793 -1.3 -0.6 -1.3 0.2254
H 0.607107 -1.868542 -2.517674 0.3 -0.2 -0.3 0.1305
```
Forces are in eV/Å.

Output
LUMO level: 0.37 eV
Kohn-Sham gap: 8.08 eV
Total charge: 0
Energy relative to the best compared isomer or geometry (same formula, charge and spin): 58.81 kcal/mol
Highest occupied orbital energy: -7.711 eV
Spin multiplicity: 1